(1)
{"formula": "C12H17N3", "method": "ωB97M-V/def2-TZVPD", "symbols": ["N", "C", "C", "C", "C", "C", "N", "C", "C", "C", "N", "C", "C", "C", "C", "H", "H", "H", "H", "H", "H", "H", "H", "H", "H", "H", "H", "H", "H", "H", "H", "H"], "coordinates": [[5.31011, -1.56637, 0.48873], [4.53673, -0.55355, 0.14925], [4.76249, 0.73835, 0.67912], [4.03426, 1.71426, 0.13298], [3.07612, 2.14860, -0.57587], [1.66933, 1.07670, -0.27498], [0.48170, 1.17994, 0.18897], [-0.64749, 0.31777, 0.17620], [-1.42189, 0.50518, -1.14383], [-2.74566, -0.24755, -1.10271], [-3.56547, 0.22866, 0.04120], [-2.86834, -0.00449, 1.33555], [-1.55022, 0.75250, 1.34304], [2.19861, -0.18932, -0.82659], [3.35856, -0.85644, -0.66175], [5.11719, -2.51246, 0.19038], [6.13640, -1.41917, 1.05378], [5.46616, 0.90485, 1.47942], [2.89019, 2.92257, -1.28623], [-0.36782, -0.73914, 0.29266], [-0.83782, 0.14056, -1.98866], [-1.59314, 1.57120, -1.30415], [-3.29417, -0.09308, -2.03387], [-2.57445, -1.31887, -0.97705], [-3.73162, 1.23928, -0.06543], [-4.47978, -0.23982, 0.03836], [-2.69927, -1.07808, 1.44374], [-3.50419, 0.33094, 2.15594], [-1.72205, 1.82781, 1.26660], [-1.03741, 0.57522, 2.28788], [1.44355, -0.73095, -1.39033], [3.41936, -1.82285, -1.15016]], "total_charge": 2, "lumo_energy_ha": [-0.2980, -0.2980], "smiles": "[NH2+]=C1C=C=C/C(=N/C2CC[NH2+]CC2)C=C1", "gap_ev": [7.613, 7.614], "homo_ha": [-0.5778, -0.5778]}

(2)
{"formula": "C12H17NO5PdSSi", "method": "ωB97M-V/def2-TZVPD", "symbols": ["Pd", "O", "C", "O", "C", "O", "C", "C", "O", "O", "H", "H", "H", "H", "H", "C", "Si", "C", "C", "C", "C", "C", "C", "N", "C", "S", "H", "H", "H", "H", "H", "H", "H", "H", "H", "H", "H", "H"], "coordinates": [[1.45162, 1.41653, 0.07645], [5.10623, 2.70603, 2.02529], [3.88938, 2.22436, 1.79451], [3.65378, 1.44363, 0.90003], [2.88898, 2.71250, 2.81285], [1.59776, 2.27762, 2.49962], [0.68479, 3.34860, 2.20251], [0.95106, 4.07309, 0.86566], [0.55390, 5.21457, 0.76759], [1.60506, 3.41034, -0.03733], [5.70672, 2.35518, 1.34921], [2.96347, 3.80002, 2.89130], [3.19213, 2.28866, 3.77605], [0.70517, 4.09018, 3.00263], [-0.30480, 2.89437, 2.16874], [-1.97021, -3.22628, -3.16431], [-2.40284, -1.92949, -1.88262], [-3.78027, -2.55578, -0.77591], [-2.93265, -0.34554, -2.71401], [-0.87149, -1.72522, -0.78254], [-0.48834, -2.78206, 0.03960], [0.61754, -2.71380, 0.88598], [1.35501, -1.54966, 0.90803], [1.03278, -0.54026, 0.10088], [-0.02910, -0.61011, -0.71630], [-0.15880, 0.96890, -1.47512], [-2.82224, -3.42342, -3.81862], [-1.68275, -4.17097, -2.69786], [-1.13747, -2.89481, -3.78747], [-4.68559, -2.72897, -1.36194], [-4.01951, -1.82655, 0.00035], [-3.52200, -3.49613, -0.28504], [-3.85543, -0.53384, -3.26967], [-2.18581, 0.01831, -3.42017], [-3.12809, 0.44986, -1.99474], [-1.07769, -3.69347, 0.04006], [0.88952, -3.54330, 1.52216], [2.21017, -1.40309, 1.55415]], "lumo_energy_ha": -0.0024, "gap_ev": 8.086, "homo_ha": -0.2996}

(3)
{"formula": "C12H18AgF6O6P", "method": "ωB97M-V/def2-TZVPD", "symbols": ["Ag", "P", "F", "F", "F", "F", "F", "F", "O", "C", "O", "C", "C", "C", "H", "H", "H", "H", "H", "H", "O", "C", "O", "C", "C", "C", "H", "H", "H", "H", "H", "H", "O", "C", "O", "C", "C", "C", "H", "H", "H", "H", "H", "H"], "coordinates": [[-1.24939, -1.00839, -0.21403], [-2.99375, -3.19158, 1.56545], [-1.76506, -3.40662, 0.44248], [-4.01991, -3.87262, 0.58875], [-2.59915, -4.59384, 2.29575], [-4.26420, -3.12401, 2.56438], [-2.01946, -2.25237, 2.56610], [-3.43698, -1.81511, 0.87585], [-1.45797, 0.77172, -1.79166], [-2.19990, 1.65487, -1.50627], [-3.02029, 1.47784, -0.54484], [-3.67583, 2.60765, -0.00770], [-3.12285, 3.65570, -0.82624], [-2.30424, 3.07720, -1.96256], [-3.63683, 2.59172, 1.08148], [-4.72630, 2.63788, -0.29702], [-2.47101, 4.15465, -0.10912], [-3.90848, 4.34755, -1.12993], [-1.38125, 3.62040, -2.16535], [-2.95665, 3.06376, -2.83566], [1.03096, -1.46425, -1.26445], [1.85300, -2.29411, -0.92546], [1.57968, -3.52460, -0.63824], [2.68640, -4.43725, -0.58640], [3.69990, -3.55517, -1.26903], [3.34792, -2.17688, -0.79764], [2.56146, -5.41959, -1.04192], [3.07017, -4.67682, 0.40528], [3.80461, -3.82552, -2.31977], [4.63289, -3.88870, -0.81473], [3.73338, -1.36030, -1.40815], [3.60538, -1.82706, 0.20209], [0.00874, 0.40632, 1.01194], [0.78270, 1.33330, 0.98830], [1.22112, 1.70581, 2.17507], [2.26911, 2.65568, 2.19261], [2.27027, 3.18211, 0.68852], [1.51534, 2.04192, -0.04102], [3.22504, 2.16475, 2.37507], [2.16962, 3.39089, 2.99115], [3.30358, 3.18847, 0.34163], [1.70400, 4.10129, 0.53833], [2.24458, 1.42276, -0.56345], [0.88983, 2.46034, -0.82954]], "total_charge": -1, "lumo_energy_ha": [0.0890, 0.0903], "spin_multiplicity": 2, "gap_ev": [2.161, 9.548], "homo_ha": [0.0096, -0.2605]}

(4)
{"formula": "C12H18AlAs2NS4", "method": "ωB97M-V/def2-TZVPD", "symbols": ["Al", "S", "As", "S", "S", "S", "C", "As", "C", "C", "C", "C", "C", "C", "C", "C", "H", "H", "H", "H", "H", "H", "H", "H", "H", "H", "H", "H", "H", "C", "C", "C", "N", "H", "H", "H", "H", "H"], "coordinates": [[0.49984, -1.80527, 0.00490], [4.29877, -3.07839, -1.61147], [3.05701, -1.48868, -1.20396], [2.37897, -1.63162, 1.04683], [0.92652, -1.95208, -2.09061], [3.49102, 0.49370, -1.58195], [-0.43594, 1.11543, 2.12032], [-0.83251, 0.25314, 0.44597], [-2.74901, 0.41676, 0.28741], [-0.13172, 1.44431, -0.92755], [-0.51161, 2.87294, -0.68942], [-1.70248, 3.39616, -1.18614], [-2.05857, 4.71284, -0.92880], [-1.22611, 5.52397, -0.17102], [-0.02966, 5.01496, 0.31653], [0.32572, 3.69983, 0.05783], [-0.82655, 2.13133, 2.10629], [0.64433, 1.12883, 2.25375], [-0.89260, 0.54532, 2.92724], [-3.00811, 1.47232, 0.35592], [-3.23750, -0.13341, 1.08888], [-3.06616, 0.01864, -0.67426], [-0.50369, 1.04473, -1.87154], [0.95186, 1.29266, -0.93869], [-2.34690, 2.77366, -1.79703], [-2.98291, 5.10827, -1.33011], [-1.50229, 6.55112, 0.02852], [0.63473, 5.64724, 0.89139], [1.27129, 3.30974, 0.41745], [1.96837, -5.77626, -0.04393], [0.55133, -5.92341, 0.55074], [-0.01829, -4.58082, 0.63272], [-0.34207, -3.48130, 0.60675], [2.41287, -6.76688, -0.11214], [2.59094, -5.13822, 0.58027], [1.93415, -5.32223, -1.03260], [0.56783, -6.35973, 1.54921], [-0.10086, -6.52960, -0.07770]], "lumo_energy_ha": -0.0056, "gap_ev": 7.242, "homo_ha": -0.2717}

(5)
{"formula": "C12H18AlO9", "method": "ωB97M-V/def2-TZVPD", "symbols": ["Al", "C", "C", "C", "O", "C", "O", "O", "H", "H", "H", "H", "H", "H", "C", "C", "C", "O", "C", "O", "O", "H", "H", "H", "H", "H", "H", "C", "C", "C", "O", "C", "O", "O", "H", "H", "H", "H", "H", "H"], "coordinates": [[-1.74824, -1.65723, -1.94651], [-2.05912, -6.28556, 3.65009], [-1.03781, -5.28924, 2.97077], [-0.25190, -5.77792, 1.87121], [-0.88774, -5.32002, 0.77309], [-1.64250, -4.29083, 1.15707], [-2.19892, -3.53348, 0.33917], [-1.65617, -4.11360, 2.44811], [-1.62744, -7.27002, 3.83060], [-2.77346, -6.67762, 2.92614], [-2.62390, -5.94548, 4.51811], [-0.34227, -4.94686, 3.73699], [-0.24829, -6.86189, 1.75682], [0.73269, -5.31034, 1.86340], [-3.09516, 5.02949, -1.76214], [-1.72589, 4.26222, -1.64754], [-0.95810, 4.46194, -0.38833], [-0.71795, 3.08477, 0.16208], [-1.36922, 2.18185, -0.65338], [-1.35552, 0.97495, -0.62156], [-2.11127, 2.91558, -1.54470], [-2.98524, 5.93415, -2.36014], [-3.47041, 5.29434, -0.77363], [-3.89490, 4.36242, -2.08390], [-1.11771, 4.39025, -2.54299], [-1.49796, 5.00767, 0.38551], [0.01011, 4.95164, -0.49249], [4.25348, 1.97329, 0.05939], [3.11089, 2.00915, -0.94450], [3.45786, 1.80430, -2.47221], [2.53562, 0.77607, -2.72694], [1.86541, 0.35711, -1.68250], [0.92223, -0.41072, -1.78833], [2.28418, 0.99676, -0.62252], [4.06337, 2.22722, 1.10221], [5.07725, 2.60343, -0.27592], [4.75459, 1.00788, 0.12989], [2.52393, 2.89182, -0.69060], [4.48522, 1.47002, -2.61675], [3.32012, 2.72248, -3.04325]], "total_charge": 3, "lumo_energy_ha": -0.6279, "gap_ev": 1.804, "homo_ha": -0.6942}

What did the first record say?
{"formula": "C12H17N3", "method": "ωB97M-V/def2-TZVPD", "symbols": ["N", "C", "C", "C", "C", "C", "N", "C", "C", "C", "N", "C", "C", "C", "C", "H", "H", "H", "H", "H", "H", "H", "H", "H", "H", "H", "H", "H", "H", "H", "H", "H"], "coordinates": [[5.31011, -1.56637, 0.48873], [4.53673, -0.55355, 0.14925], [4.76249, 0.73835, 0.67912], [4.03426, 1.71426, 0.13298], [3.07612, 2.14860, -0.57587], [1.66933, 1.07670, -0.27498], [0.48170, 1.17994, 0.18897], [-0.64749, 0.31777, 0.17620], [-1.42189, 0.50518, -1.14383], [-2.74566, -0.24755, -1.10271], [-3.56547, 0.22866, 0.04120], [-2.86834, -0.00449, 1.33555], [-1.55022, 0.75250, 1.34304], [2.19861, -0.18932, -0.82659], [3.35856, -0.85644, -0.66175], [5.11719, -2.51246, 0.19038], [6.13640, -1.41917, 1.05378], [5.46616, 0.90485, 1.47942], [2.89019, 2.92257, -1.28623], [-0.36782, -0.73914, 0.29266], [-0.83782, 0.14056, -1.98866], [-1.59314, 1.57120, -1.30415], [-3.29417, -0.09308, -2.03387], [-2.57445, -1.31887, -0.97705], [-3.73162, 1.23928, -0.06543], [-4.47978, -0.23982, 0.03836], [-2.69927, -1.07808, 1.44374], [-3.50419, 0.33094, 2.15594], [-1.72205, 1.82781, 1.26660], [-1.03741, 0.57522, 2.28788], [1.44355, -0.73095, -1.39033], [3.41936, -1.82285, -1.15016]], "total_charge": 2, "lumo_energy_ha": [-0.2980, -0.2980], "smiles": "[NH2+]=C1C=C=C/C(=N/C2CC[NH2+]CC2)C=C1", "gap_ev": [7.613, 7.614], "homo_ha": [-0.5778, -0.5778]}